{
  "formula": "C10H38B2N6NiO4",
  "method": "ωB97M-V/def2-TZVPD",
  "species": ["Ni", "B", "H", "H", "H", "H", "B", "H", "H", "H", "H", "C", "C", "C", "O", "C", "N", "H", "H", "H", "H", "H", "H", "H", "H", "H", "H", "H", "C", "C", "C", "O", "C", "N", "H", "H", "H", "H", "H", "H", "H", "H", "H", "H", "H", "C", "O", "N", "N", "H", "H", "H", "H", "C", "O", "N", "N", "H", "H", "H", "H"],
  "xyz": [[-3.7676, 2.4915, 17.9596], [-3.8933, 0.2557, 18.6329], [-4.1868, 0.4789, 19.6470], [-3.6798, -0.7687, 18.3699], [-4.6742, 0.5984, 17.9718], [-3.0105, 0.8557, 18.4752], [-3.7407, 2.0803, 15.9222], [-4.7885, 1.9847, 16.1617], [-3.7069, 2.0156, 14.8457], [-3.4324, 3.0592, 16.2553], [-3.1847, 1.3463, 16.4846], [-6.1428, 6.4209, 18.5886], [-5.6109, 4.9686, 18.5978], [-6.6059, 3.9680, 17.9673], [-6.2043, 2.6083, 18.1540], [-7.3806, 1.7354, 18.1897], [-4.3497, 4.8028, 17.8295], [-6.8743, 6.5630, 19.3841], [-6.6860, 6.6815, 17.6802], [-5.4449, 7.1896, 18.9205], [-5.4600, 4.7821, 19.6610], [-6.7748, 4.2701, 16.9337], [-7.5303, 4.2150, 18.4893], [-8.1424, 1.9322, 17.4353], [-7.9787, 2.0711, 19.0369], [-7.1467, 0.6737, 18.2676], [-3.6837, 5.4176, 18.2752], [-4.5740, 5.2103, 16.9330], [0.6411, 3.4957, 17.4753], [-0.7662, 4.0646, 17.4719], [-1.1605, 4.6125, 16.1380], [-0.3143, 5.6376, 15.8074], [-0.5582, 6.2634, 14.5099], [-1.6095, 3.0106, 17.9843], [0.7524, 2.8473, 16.6062], [0.8052, 2.8866, 18.3642], [1.3856, 4.2585, 17.2472], [-0.8226, 4.8861, 18.1861], [-2.1184, 5.1308, 16.1812], [-1.0953, 3.8750, 15.3380], [-0.1991, 7.2621, 14.2612], [-1.6363, 6.3252, 14.6585], [-0.2783, 5.5327, 13.7511], [-1.1606, 2.8508, 18.8748], [-1.2237, 2.2762, 17.4082], [-3.9289, 3.0729, 21.1102], [-3.6389, 2.8015, 19.9965], [-4.1540, 2.2371, 22.0777], [-3.8160, 4.2375, 21.5254], [-3.9370, 1.2611, 21.9348], [-4.3053, 2.5207, 23.0352], [-3.3069, 4.8520, 20.9063], [-3.5852, 4.2057, 22.5081], [-0.6831, -1.0619, 17.2237], [0.3830, -1.5582, 17.2541], [-0.8421, 0.1134, 17.7449], [-1.7787, -1.5925, 16.7066], [-1.7352, 0.3942, 18.1238], [-0.0685, 0.3449, 18.3515], [-2.6503, -1.1353, 16.9333], [-1.7651, -2.5233, 16.3147]],
  "gap_ev": [2.72, 8.74],
  "max_force_ha_per_bohr": 0.1516,
  "lumo_energy_ev": [2.63, 2.53],
  "spin_multiplicity": 4,
  "homo_ev": [-0.083, -6.209],
  "charge": -1
}